1.
Here is C4H5NO2S in the gas phase in a non-equilibrium geometry from OMol25. Energies are from wB97M-V/def2-TZVPD.

The geometry in XYZ format:
```
13
Properties=species:S:1:pos:R:3:forces:R:3
C -0.967325 0.567604 0.540970 -3.28 2.43 0.65
C -0.033706 -0.531519 0.478917 5.64 -2.35 1.51
C 0.879593 -0.352208 -0.734681 -0.76 -3.06 -1.78
C 2.343909 -0.698816 -0.644541 -1.34 0.19 0.84
H -2.550186 1.334893 1.716778 2.69 -1.35 0.26
H -1.446110 0.176227 2.404412 0.91 -4.33 4.80
H 0.388836 -0.015173 -1.695732 1.27 0.22 1.66
H 2.755154 -0.930818 0.355723 0.01 0.57 -0.67
H 2.869728 -0.221868 -1.429747 1.26 0.42 -0.27
N -1.609846 0.788056 1.755608 -2.43 5.04 -6.95
O 0.373560 -1.332896 1.380603 -2.78 2.81 -2.46
O 1.486212 -1.671177 -1.109887 -0.58 -0.04 0.28
S -1.185093 1.516410 -0.853152 -0.64 -0.54 2.13
```
Forces are in eV/Å.

Output
- SMILES: NC(=S)C(=O)[C@H]1CO1
- ΔE to the lowest compared entry with this formula, charge and spin: 393.4 kJ/mol



2.
Here is C4H5NO3 in the gas phase in a non-equilibrium geometry from OMol25. Energies are from wB97M-V/def2-TZVPD.

The geometry in XYZ format:
```
13
Properties=species:S:1:pos:R:3:forces:R:3
C 1.149428 1.027693 -0.606060 0.04 0.04 -0.06
C -0.477511 -0.723842 0.364393 0.14 0.05 3.52
C -1.603864 0.337258 0.391906 0.81 -2.04 -3.47
C 0.941387 -0.238820 0.151827 0.27 -0.01 -0.18
O -2.213758 -0.319046 -0.784585 -1.37 2.06 0.77
N 1.910273 -0.832944 0.701207 0.12 0.06 0.20
O -0.756389 -1.839557 0.752121 0.46 0.26 -0.63
O -1.771281 1.444432 0.750263 -0.41 -0.66 0.08
H -2.410242 -1.258616 -0.633966 0.30 0.28 0.32
H 1.635712 -1.637249 1.266685 -0.26 -0.11 -0.28
H 0.740952 0.936552 -1.611378 -0.01 0.12 -0.11
H 0.642908 1.852530 -0.103837 -0.08 0.01 -0.05
H 2.212384 1.251608 -0.638576 -0.02 -0.07 -0.11
```
Forces are in eV/Å.

Output
- SMILES: [H]/N=C(/C)C(=O)C(=O)O
- ΔE to the lowest compared entry with this formula, charge and spin: 206.2 kJ/mol



3.
Here is C4H5NO5 in the gas phase in a non-equilibrium geometry from OMol25. Energies are from wB97M-V/def2-TZVPD.

The geometry in XYZ format:
```
15
Properties=species:S:1:pos:R:3:forces:R:3
C 2.204728 0.122696 -0.149086 0.88 -4.11 0.66
C 0.801817 -0.311707 0.138158 2.17 -4.89 3.66
C -1.385731 0.698980 -0.101961 -4.25 5.06 0.72
C -2.113328 -0.665364 -0.040917 -5.25 8.90 -2.80
H 3.915357 -0.659094 -0.446247 8.05 3.23 -1.66
H 0.793962 -0.854697 1.253892 0.67 1.90 -1.74
H 0.675776 -1.369685 -0.178391 -0.90 1.31 -1.57
H 0.271943 1.690448 0.768674 -1.37 -3.52 -3.28
H -3.590541 0.521545 -0.563535 0.43 1.87 -0.05
N -0.094643 0.728451 0.096568 1.31 4.75 2.52
O 3.122357 -0.909409 -0.274803 -9.95 -3.34 1.69
O 2.585412 1.210087 -0.131331 0.82 4.75 -0.24
O -2.121291 1.810139 -0.129447 3.26 -4.91 -0.01
O -3.480924 -0.360486 -0.260886 1.81 -4.09 1.03
O -1.584893 -1.651909 0.019313 2.33 -6.93 1.06
```
Forces are in eV/Å.

Output
- SMILES: O=C(O)CNC(=O)C(=O)O
- ΔE to the lowest compared entry with this formula, charge and spin: 241.0 kJ/mol



4.
Here is C4H5NOS in the gas phase in a non-equilibrium geometry from OMol25. Energies are from wB97M-V/def2-TZVPD.

The geometry in XYZ format:
```
12
Properties=species:S:1:pos:R:3:forces:R:3
C -0.068451 -1.449647 -1.203965 3.58 -1.23 0.30
C 0.093460 -0.321801 -0.530131 -0.56 -0.48 3.61
C 1.193071 0.483780 0.252066 5.19 -2.14 -3.26
C -1.079924 0.175076 0.354111 2.46 -0.20 -4.18
H -1.040335 -1.935422 -1.251714 0.16 0.27 -0.31
H 0.922930 -2.052151 -1.420218 -2.30 1.21 -0.25
H 1.377098 0.145978 1.331623 -0.53 0.30 -1.65
H 2.369573 0.384310 -0.313149 -3.64 0.88 1.46
H -1.268713 1.910428 1.416576 2.52 -1.30 -1.65
N -0.553127 1.236587 0.898544 -3.39 4.95 3.28
O 0.611938 1.782567 0.223227 -0.87 -1.52 1.77
S -2.557522 -0.359704 0.243030 -2.63 -0.73 0.87
```
Forces are in eV/Å.

Output
- SMILES: C=C1CONC1=S
- ΔE to the lowest compared entry with this formula, charge and spin: 489.7 kJ/mol



5.
Here is C4H5NOS in the gas phase in a non-equilibrium geometry from OMol25. Energies are from wB97M-V/def2-TZVPD.

The geometry in XYZ format:
```
12
Properties=species:S:1:pos:R:3:forces:R:3
C 0.619011 1.300786 -0.109721 -0.53 -0.45 0.26
C -0.820611 -0.570192 -0.642403 0.30 -0.36 -0.70
C -0.727173 0.975893 0.208915 -0.77 1.96 0.53
C 0.530579 -0.786968 0.004003 0.66 -1.19 -0.21
N 1.372726 0.224636 -0.002336 0.64 0.48 -0.26
O -1.814226 -1.255385 -0.380181 -0.43 -0.46 0.24
S 0.907322 -2.288231 0.720195 -0.34 -0.15 0.14
H 0.981025 2.225170 -0.524571 0.20 0.19 -0.05
H -0.659324 -0.236946 -1.697464 0.14 0.06 0.19
H -0.907342 0.609385 1.215313 0.07 -0.05 -0.04
H -1.517044 1.660242 -0.093504 -0.01 -0.05 -0.06
H 2.035058 -1.858389 1.301754 0.07 0.03 -0.04
```
Forces are in eV/Å.

Output
- ΔE to the lowest compared entry with this formula, charge and spin: 305.3 kJ/mol



6.
Here is C4H5NOS in the gas phase in a non-equilibrium geometry from OMol25. Energies are from wB97M-V/def2-TZVPD.

The geometry in XYZ format:
```
12
Properties=species:S:1:pos:R:3:forces:R:3
C -0.048065 1.376180 0.666437 0.04 0.02 -0.03
C -0.277059 -1.647798 -0.308622 0.21 -1.00 -0.51
C 0.746268 -0.591643 -0.491734 -0.22 0.19 -0.44
C 0.063377 0.687182 -0.654053 -0.17 -0.07 -0.10
H 0.900486 1.507201 1.193465 -0.19 -0.02 -0.11
H -0.630430 2.296399 0.645029 0.05 0.00 0.10
H -0.335408 -2.648053 -0.792468 0.04 0.81 0.29
H 1.494888 -0.625201 0.278991 0.22 -0.05 0.46
H -0.871457 0.655381 -1.222474 0.14 0.01 0.30
N -1.072101 -1.407794 0.653884 -0.28 0.41 0.44
O 1.148832 0.327534 -1.511042 0.03 -0.05 -0.05
S -1.119332 0.070612 1.542587 0.15 -0.24 -0.36
```
Forces are in eV/Å.

Output
- SMILES: C1=NSC[C@H]2O[C@H]12
- ΔE to the lowest compared entry with this formula, charge and spin: 347.2 kJ/mol